This record from the Open Molecules 2025 dataset describes an isolated molecule of C5H5Cl3O in a non-equilibrium geometry. The level of theory is wB97M-V/def2-TZVPD.

Computed properties:
DFT total energy	-1649.18829	hartree
Kohn-Sham gap (spin up / spin down)	0.2693 / 0.2691	hartree
LUMO level (spin up / spin down)	-1.34 / -1.34	eV
max |F|	1.7	eV Å⁻¹
net charge	0
energy above the lowest of the compared OMol25 structures with the same formula, charge and spin	20.42	kcal per mole

Atoms and positions in Å:
C1 0.5318 -1.4267 -0.3034
C2 0.7825 1.1149 -0.5619
C3 0.1723 -0.1585 0.0880
C4 1.1654 1.0706 0.8465
C5 -1.2046 -0.0524 0.7372
O1 -2.2168 -0.5970 -0.0657
Cl1 1.9792 -1.8092 -1.0774
Cl2 -0.4559 2.2262 -1.1232
Cl3 2.8110 0.6158 1.0453
H1 -0.1034 -2.2647 -0.0489
H2 1.5022 0.9497 -1.3634
H3 -1.4025 0.9914 0.9940
H4 -1.2011 -0.6390 1.6601
H5 -2.3604 -0.0212 -0.8272


This record from the Open Molecules 2025 dataset describes an isolated molecule of C5H5ClN2O2 in a non-equilibrium geometry. The level of theory is wB97M-V/def2-TZVPD.

Computed properties:
DFT total energy	-913.51412	hartree
Kohn-Sham gap (spin up / spin down)	0.2491 / 0.2485	hartree
LUMO level (spin up / spin down)	-1.00 / -1.00	eV
max |F|	3.9	eV Å⁻¹
net charge	0
energy above the lowest of the compared OMol25 structures with the same formula, charge and spin	144.32	kcal per mole

Atoms and positions in Å:
C1 1.1726 -0.2076 0.1510
C2 0.4008 1.0092 -0.0067
C3 0.6330 2.2792 0.0843
C4 3.7418 0.0427 0.0725
C5 -1.0586 0.6700 -0.1028
N1 2.4822 -0.5959 0.0801
N2 3.7364 1.2910 0.0125
O1 0.7243 3.4318 0.1219
O2 4.7178 2.0221 -0.1971
Cl1 4.9432 -1.2971 0.0166
H1 0.4624 -1.1402 0.1787
H2 -1.4909 0.2035 0.7018
H3 -1.7629 1.5918 -0.1331
H4 -1.1226 -0.0725 -1.0026
H5 2.7120 -1.5930 0.0322


This record from the Open Molecules 2025 dataset describes the ion C5H5ClN4 with charge +2 in a non-equilibrium geometry. The level of theory is wB97M-V/def2-TZVPD.

Computed properties:
DFT total energy	-871.82761	hartree
Kohn-Sham gap (spin up / spin down)	0.2251 / 0.2251	hartree
LUMO level (spin up / spin down)	-9.86 / -9.86	eV
max |F|	5.5	eV Å⁻¹
net charge	+2
energy above the lowest of the compared OMol25 structures with the same formula, charge and spin	79.65	kcal per mole

Atoms and positions in Å:
C1 1.3721 -3.0179 2.7405
C2 1.1138 -0.6680 2.1767
C3 -0.6720 1.8497 -1.6460
C4 0.3981 0.6417 0.1769
C5 -1.1146 -0.3789 -1.8856
N1 1.2235 -1.9243 2.3908
N2 0.8295 -0.0790 1.0340
N3 -1.3624 0.9084 -2.2958
N4 0.1533 1.6291 -0.6609
Cl1 -1.6797 -1.6507 -2.8088
H1 1.1217 -4.0559 3.1860
H2 0.9132 0.0806 2.9047
H3 -0.8558 2.8485 -1.8383
H4 -1.7662 1.2393 -3.2080
H5 0.3255 2.5773 -0.2664


This record from the Open Molecules 2025 dataset describes the ion C5H5ClNO2 with charge -1 in a non-equilibrium geometry. The level of theory is wB97M-V/def2-TZVPD.

Computed properties:
DFT total energy	-858.89991	hartree
Kohn-Sham gap (spin up / spin down)	0.2413 / 0.2506	hartree
LUMO level (spin up / spin down)	3.51 / 3.52	eV
max |F|	4.6	eV Å⁻¹
net charge	-1
energy above the lowest of the compared OMol25 structures with the same formula, charge and spin	62.54	kcal per mole

Atoms and positions in Å:
C1 -0.2754 1.3601 -0.4794
C2 1.7166 -0.7295 -0.4141
C3 -1.3194 0.2669 -0.4465
C4 1.1878 0.2653 0.7654
C5 -0.9787 -0.8835 0.4572
N1 0.6936 1.3810 0.3221
O1 1.2110 -0.5199 -1.5037
O2 2.4401 -1.5808 0.0932
Cl1 -1.8246 -0.8988 2.0045
H1 -0.4381 2.3549 -1.0468
H2 -2.2797 0.7151 -0.1966
H3 -1.3453 -0.2733 -1.3981
H4 1.5385 0.1585 1.7011
H5 -0.3263 -1.6162 0.1416